# 1
Computed, not measured: a molecular structure, C19H46Cd2N3O7 at a distorted geometry, with the ωB97M-V functional and the def2-TZVPD basis.

CARTESIAN COORDINATES (ANGSTROEM)
Cd  -2.986141  5.423660  -1.982880
Cd  -2.449561  2.146830  -4.961160
C  -6.137311  -0.123860  -0.211180
C  -5.070551  0.763780  -0.846260
O  -4.915801  1.935420  -0.464310
O  -4.382811  0.363020  -1.800570
H  -5.661801  -0.854430  0.443240
H  -6.572451  -0.616270  -1.080830
H  -6.859101  0.521960  0.288860
O  -0.671601  3.360880  -2.719230
H  -0.110861  2.677320  -2.303480
O  -4.629181  4.535990  -4.360450
H  -5.343591  4.143420  -3.821900
C  0.781499  5.442280  2.893690
C  -0.767151  5.507660  2.745060
C  -1.423171  6.008860  3.953930
O  -0.745651  7.157160  4.440490
C  -0.730811  7.375390  5.816090
N  -0.957521  6.420150  1.662070
H  1.053259  4.707380  3.651440
H  1.262999  6.393790  3.119250
H  1.198259  5.076290  1.955370
H  -1.242211  4.550520  2.529870
H  -1.465411  5.224540  4.709690
H  -2.493061  6.212880  3.911210
H  -1.711971  7.315060  6.287030
H  -0.483141  8.423700  5.982790
H  -0.080881  6.674350  6.339760
H  -1.188251  7.201300  2.259290
H  0.013659  6.499360  1.396270
C  2.434049  0.173430  -5.747250
C  1.503169  -0.756450  -6.399530
C  2.083219  -2.140270  -6.513520
O  0.918939  -2.880030  -6.886820
C  1.298599  -4.094300  -7.555040
N  0.275339  -0.804460  -5.696260
H  2.831269  -0.211540  -4.808040
H  1.955599  1.093670  -5.412070
H  3.245109  0.499380  -6.398440
H  1.300129  -0.381230  -7.402570
H  2.643489  -2.432480  -5.625370
H  2.709299  -2.130920  -7.405730
H  1.387429  -3.951260  -8.631960
H  0.348649  -4.578390  -7.781650
H  2.127799  -4.663250  -7.134530
H  -0.074911  -1.679200  -6.059930
H  0.508479  -1.124730  -4.767190
C  1.837259  -2.244190  0.466510
C  2.093589  -2.340210  2.002690
C  0.942119  -1.643660  2.832730
C  -0.413301  -2.273300  2.559360
C  -0.409531  -3.625460  3.136710
C  0.807079  -4.506110  2.663820
N  2.026369  -3.700370  2.559900
O  3.164329  -4.450070  2.285900
C  0.934889  -5.542140  3.794840
C  0.456619  -5.204940  1.354000
C  3.335379  -1.611010  2.536450
H  2.712669  -2.474530  -0.140700
H  1.703769  -1.202540  0.174550
H  1.024129  -2.866820  0.093360
H  1.169869  -1.769470  3.891220
H  0.942639  -0.587000  2.565200
H  -0.626281  -2.267670  1.490390
H  -1.246681  -1.800120  3.078670
H  -1.360701  -4.080960  2.861210
H  -0.434971  -3.536830  4.222800
H  1.904799  -6.037860  3.754520
H  0.710269  -5.128110  4.777810
H  0.146539  -6.270880  3.606340
H  -0.257421  -4.722970  0.686200
H  1.326039  -5.503450  0.768270
H  0.144809  -6.241460  1.482430
H  3.620869  -2.125720  3.453880
H  3.273029  -0.523130  2.563540
H  4.091499  -1.735930  1.761360
H  3.654999  -4.389420  3.108800

Forces on the atoms, in the same order (eV/Å):
-0.144 -1.591 -1.349
0.495 0.727 1.754
0.857 0.459 -1.036
-1.136 -0.026 1.099
0.339 0.984 0.072
0.748 -0.486 -1.141
-0.215 0.054 0.041
-0.364 -0.343 0.323
0.068 -0.242 0.125
-1.409 -0.027 -1.048
-0.497 0.314 -0.050
1.482 -0.116 1.680
0.257 0.074 -0.214
-0.449 -1.578 0.632
1.250 -1.403 0.087
-0.597 -0.017 2.962
-0.015 0.092 -0.951
-0.653 0.378 0.635
-0.542 0.629 -0.691
0.238 0.069 0.140
-0.454 0.054 0.129
0.008 -0.113 -0.109
0.434 -0.411 -0.064
0.682 -0.281 0.322
-0.280 0.368 -0.917
-0.424 -0.399 -0.168
0.633 -0.178 -0.049
0.284 0.112 0.017
0.072 1.420 -1.208
-0.361 1.177 -1.088
1.113 1.593 0.868
1.011 1.020 -0.598
-0.782 0.744 -1.884
1.778 -2.044 0.119
-2.046 0.430 -1.385
-1.436 -0.337 0.868
0.303 -0.372 -0.062
-0.368 0.130 -0.316
0.202 -0.267 0.098
-0.095 -0.149 -0.202
-0.327 -0.554 0.159
0.672 -0.160 0.244
1.598 0.953 -0.244
-0.117 -1.094 1.560
-0.434 0.018 0.200
-1.363 -0.001 -0.164
-0.012 0.384 0.815
0.907 0.486 0.243
-2.351 0.265 1.222
-0.326 0.115 -1.248
0.087 0.990 0.031
0.399 -1.211 -0.511
-1.060 0.248 0.490
-0.109 1.189 1.104
0.323 -0.579 -0.588
0.037 -0.299 -0.575
0.469 -1.437 -0.854
0.647 -0.976 -1.925
0.303 -0.599 0.322
-0.586 0.216 0.195
-0.033 0.184 0.280
0.193 0.192 0.004
0.017 0.141 0.106
-0.100 -0.012 -0.071
0.069 0.760 -0.231
0.131 -0.631 -0.009
0.297 -0.035 0.047
-0.102 -0.118 0.190
0.509 0.143 -0.038
0.139 -0.235 0.148
0.030 0.252 0.192
0.562 0.932 -0.145
-0.928 0.108 0.575
0.178 0.637 0.089
-0.599 -0.103 0.610
0.641 -0.400 0.314
0.251 -0.213 0.023

Results
Charge: +1
HOMO-LUMO gap: 1.58 eV
LUMO level: -0.2897 Eh
HOMO: -9.5 eV

=====

# 2
Computed, not measured: a molecular structure, C48H38ClN3O3P2RuS at a distorted geometry, with the ωB97M-V functional and the def2-TZVPD basis.

CARTESIAN COORDINATES (ANGSTROEM)
Ru  -0.301306  1.463362  -0.712937
Cl  6.745894  3.378362  -1.429537
C  5.184794  2.678762  -1.512237
C  5.041894  1.328762  -1.879937
C  3.803594  0.767062  -1.968937
C  2.616494  1.486162  -1.644337
O  1.489794  0.919662  -1.787537
C  2.779194  2.860562  -1.226837
C  1.664694  3.710762  -0.973437
N  0.439794  3.329962  -0.787137
C  -0.608406  4.254662  -0.859137
C  -0.571206  5.576862  -0.459037
C  -1.658806  6.421662  -0.713037
C  -2.754506  5.977462  -1.407237
C  -2.837006  4.631762  -1.823037
C  -3.905106  4.101662  -2.576137
C  -3.892206  2.775462  -2.929237
C  -2.840406  1.958362  -2.497037
N  -1.821906  2.425762  -1.802537
C  -1.779306  3.750162  -1.490637
C  4.065094  3.422962  -1.212737
H  5.925794  0.751962  -2.096037
H  3.676994  -0.258038  -2.278237
H  1.863894  4.781462  -1.017637
H  0.282394  5.976862  0.066563
H  -1.613806  7.446062  -0.374137
H  -3.572906  6.640362  -1.638537
H  -4.701206  4.761562  -2.880037
H  -4.676106  2.354662  -3.538737
H  -2.837106  0.901662  -2.737537
H  4.179394  4.462562  -0.948637
C  -1.440606  -1.401538  2.403663
N  -0.788606  -0.688238  1.305463
P  0.181894  0.730362  1.525463
C  1.919694  0.191762  1.503863
C  2.338694  -1.135638  1.484863
C  3.695594  -1.424938  1.432663
C  4.626094  -0.399238  1.409163
C  4.210494  0.924762  1.454363
C  2.859794  1.219162  1.488063
C  -0.031906  1.136662  3.284163
C  0.663794  0.371462  4.219363
C  0.437294  0.566262  5.568363
C  -0.472906  1.523862  5.990163
C  -1.143906  2.303162  5.060763
C  -0.922306  2.115662  3.706663
P  -1.517306  -0.489038  -0.251237
C  -3.230006  0.058162  0.060563
C  -4.326706  -0.505938  -0.585037
C  -5.579106  0.066762  -0.451537
C  -5.749506  1.202662  0.322663
C  -4.661906  1.771362  0.971763
C  -3.407206  1.212562  0.824263
C  -1.698706  -2.137538  -0.987637
C  -2.395506  -3.187538  -0.394537
C  -2.515106  -4.392338  -1.064237
C  -1.945206  -4.556638  -2.318737
C  -1.263406  -3.510838  -2.920737
C  -1.151606  -2.299138  -2.261437
H  -2.382006  -0.929038  2.693863
H  -0.778706  -1.424038  3.267463
H  -1.645506  -2.428738  2.107863
H  1.604294  -1.926238  1.557063
H  4.022494  -2.454038  1.405863
H  5.679594  -0.629638  1.372263
H  4.937194  1.723762  1.456163
H  2.518594  2.247662  1.520963
H  1.378494  -0.369338  3.889563
H  0.975094  -0.030738  6.289063
H  -0.651006  1.666862  7.045263
H  -1.839106  3.059162  5.391163
H  -1.431806  2.735162  2.979863
H  -4.199006  -1.386438  -1.197537
H  -6.422206  -0.379738  -0.955437
H  -6.728806  1.640462  0.434463
H  -4.793006  2.655862  1.577663
H  -2.542106  1.669962  1.307663
H  -2.863206  -3.065538  0.569863
H  -3.075506  -5.198038  -0.615237
H  -2.055306  -5.495438  -2.839237
H  -0.845306  -3.637238  -3.908137
H  -0.651806  -1.456738  -2.728237
O  3.028394  -8.209938  -0.047837
C  2.894094  -7.575238  -1.210337
O  3.005194  -8.130738  -2.263237
C  2.561094  -6.106338  -1.164037
C  1.662794  -5.572138  -0.235337
C  1.345894  -4.234338  -0.286237
C  1.941994  -3.395338  -1.240037
S  1.585694  -1.711738  -1.229837
C  2.812694  -3.944838  -2.194537
C  3.092894  -5.291038  -2.166737
H  2.980294  -7.643438  0.733463
H  1.190494  -6.208738  0.499663
H  0.632594  -3.808638  0.400563
H  3.244694  -3.312538  -2.953637
H  3.729594  -5.748238  -2.909637

Forces on the atoms, in the same order (eV/Å):
-0.385 -0.504 -0.089
-0.397 -0.157 -0.017
0.375 0.036 0.049
-0.239 -0.447 -0.159
0.638 -0.191 -0.282
-0.595 -0.158 -0.071
0.684 0.426 -0.109
0.878 0.077 0.224
-0.703 0.711 0.116
1.251 0.176 -0.214
-0.776 1.064 0.017
0.091 -0.633 -0.068
-0.358 0.129 -0.159
0.172 0.008 0.126
0.448 -0.356 0.175
0.168 -0.322 0.007
-0.090 0.329 -0.015
-0.041 0.002 -0.081
0.107 -0.124 -0.107
-0.219 0.736 -0.051
-1.013 0.227 0.172
0.108 -0.109 -0.080
0.053 -0.106 -0.013
-0.018 -0.032 -0.041
0.149 -0.031 0.039
-0.005 0.045 0.001
-0.077 0.135 -0.008
-0.199 0.026 -0.064
-0.065 -0.074 0.018
0.046 0.043 0.068
0.015 0.158 0.026
0.070 -0.216 0.080
-0.169 0.653 -0.298
0.207 -1.502 0.247
-0.088 0.025 -0.002
-0.037 0.388 0.431
-0.032 -0.023 0.137
-0.050 -0.060 0.047
0.002 0.091 -0.039
-0.030 -0.087 0.032
-0.013 0.339 -0.463
0.017 0.091 -0.033
0.027 -0.056 0.035
-0.016 0.023 -0.032
-0.059 0.076 0.050
-0.016 -0.022 -0.071
-0.150 -0.669 1.097
0.196 0.007 -0.195
0.264 -0.054 0.040
-0.173 0.070 -0.004
-0.009 -0.061 0.047
0.034 0.116 -0.028
0.224 -0.075 0.136
0.277 0.654 -0.353
0.020 0.000 0.062
-0.050 -0.028 0.062
0.031 0.038 -0.023
-0.103 -0.038 -0.062
-0.265 0.170 -0.107
0.005 0.035 0.015
-0.106 -0.072 -0.038
0.090 -0.001 0.015
-0.001 -0.095 -0.092
0.020 -0.081 0.016
0.114 -0.037 0.005
0.086 0.065 0.032
0.071 0.098 0.060
0.053 -0.025 0.061
0.026 -0.035 0.078
-0.014 0.035 0.069
-0.056 0.078 0.039
-0.073 0.044 -0.001
-0.023 -0.076 -0.043
-0.111 -0.028 -0.029
-0.116 0.043 -0.007
-0.023 0.057 0.059
-0.235 -0.038 -0.017
-0.116 0.006 0.059
-0.009 -0.089 0.054
0.020 -0.105 -0.029
0.056 0.012 -0.059
-0.061 -0.192 -0.037
0.060 -0.631 0.488
-0.336 0.890 -0.506
0.202 -0.327 0.130
-0.206 0.037 0.128
0.533 -0.408 -0.409
0.136 0.677 -0.225
0.061 -0.914 0.098
0.291 0.061 -0.547
-0.327 0.316 0.271
-0.059 -0.416 0.386
0.011 0.145 -0.305
-0.042 -0.045 0.078
-0.174 -0.002 0.198
0.079 0.065 -0.137
0.060 0.021 -0.061

Results
Charge: +2
HOMO-LUMO gap (alpha / beta): 6.18 / 3.76 eV
2S+1: 5
LUMO level (alpha / beta): -0.2267 / -0.3078 Eh
HOMO (alpha / beta): -12.3 / -12.1 eV

=====

Short version: ΔE to the lowest compared entry with this formula, charge and spin = 16.7385; 1.7267 eV, in the order given.